1.
{
  "formula": "C22H26N4O4S",
  "method": "the ωB97M-V functional and the def2-TZVPD basis",
  "homo_energy_ev": -8.204,
  "de_lowest_kj_mol": 271.4,
  "fmax_ev_per_a": 0.90,
  "elements": ["C", "C", "C", "C", "C", "C", "C", "C", "H", "H", "H", "N", "S", "O", "O", "C", "H", "H", "H", "C", "C", "O", "N", "C", "C", "N", "N", "C", "O", "C", "C", "C", "C", "C", "C", "H", "H", "H", "H", "H", "C", "H", "H", "H", "C", "H", "H", "H", "H", "H", "H", "H", "H", "H", "H", "H", "H"],
  "xyz": [[0.203, 2.543, 4.203], [0.124, 1.289, 3.388], [-1.076, 0.908, 2.808], [-1.172, -0.255, 2.067], [-0.054, -1.047, 1.888], [1.161, -0.664, 2.443], [1.262, 0.496, 3.210], [2.566, 0.882, 3.834], [3.311, 0.112, 3.659], [2.443, 1.000, 4.909], [2.920, 1.830, 3.429], [2.322, -1.458, 2.242], [2.480, -2.840, 3.145], [3.864, -3.213, 3.081], [1.899, -2.569, 4.424], [1.511, -4.139, 2.335], [0.474, -3.996, 2.608], [1.881, -5.083, 2.713], [1.663, -4.071, 1.264], [3.032, -1.384, 0.985], [2.084, -1.688, -0.172], [1.864, -2.827, -0.549], [1.484, -0.583, -0.656], [0.402, -0.419, -1.520], [-0.260, -1.190, -2.427], [-1.210, -0.412, -3.061], [-1.216, 0.838, -2.447], [-0.195, 0.906, -1.520], [0.139, 1.880, -0.865], [-1.854, 1.944, -3.026], [-2.006, 2.039, -4.407], [-2.637, 3.142, -4.951], [-3.101, 4.158, -4.132], [-2.925, 4.071, -2.761], [-2.311, 2.966, -2.201], [-2.160, 2.894, -1.137], [-3.274, 4.867, -2.121], [-3.589, 5.019, -4.563], [-2.756, 3.212, -6.023], [-1.613, 1.264, -5.048], [-2.475, -0.967, -3.487], [-2.299, -1.667, -4.302], [-2.987, -1.486, -2.671], [-3.115, -0.164, -3.845], [-0.102, -2.612, -2.819], [-1.017, -3.170, -2.623], [0.124, -2.689, -3.882], [0.707, -3.055, -2.246], [1.687, 0.307, -0.206], [3.484, -0.392, 0.875], [3.817, -2.140, 1.042], [-0.118, -1.956, 1.308], [-2.116, -0.545, 1.630], [-1.951, 1.528, 2.943], [0.940, 3.226, 3.784], [-0.760, 3.046, 4.230], [0.504, 2.315, 5.224]],
  "mulliken_charge": [-1.616, 1.602, -1.017, -1.256, 0.239, -0.825, 0.760, -1.970, 0.398, 0.405, 0.387, 0.724, 1.271, -0.698, -0.687, -0.851, 0.293, 0.463, 0.162, -1.320, 0.832, -0.686, 0.013, 0.172, -0.063, -0.069, 0.375, 0.781, -0.774, 0.152, 0.067, -0.681, -0.450, -0.688, -0.449, 0.482, 0.370, 0.388, 0.380, 0.489, -1.206, 0.374, 0.331, 0.491, -1.681, 0.405, 0.390, 0.337, 0.248, 0.228, 0.559, 0.500, 0.454, 0.377, 0.339, 0.412, 0.336]
}

---

2.
{
  "formula": "H18O9",
  "method": "the ωB97M-V functional and the def2-TZVPD basis",
  "homo_energy_ev": -11.013,
  "de_lowest_kj_mol": 77.1,
  "fmax_ev_per_a": 2.50,
  "elements": ["H", "H", "H", "H", "H", "H", "H", "H", "H", "H", "H", "H", "H", "H", "H", "H", "H", "H", "O", "O", "O", "O", "O", "O", "O", "O", "O"],
  "xyz": [[-0.022, -1.063, -1.550], [0.377, -1.287, -0.162], [1.416, -1.760, 2.201], [2.929, -1.916, 1.921], [2.088, 1.030, 0.301], [2.144, 0.110, 1.549], [-1.107, -1.489, 1.269], [-0.456, -2.842, 0.906], [-2.309, 0.247, 0.833], [-2.619, -0.611, -0.347], [-0.715, 2.105, 1.845], [0.260, 1.183, 1.282], [-0.196, 1.958, -1.710], [-1.183, 1.965, -0.589], [1.208, 0.496, -1.379], [1.744, 1.687, -2.251], [-2.176, -0.590, -2.910], [-1.454, 0.439, -1.873], [0.761, -1.038, -0.993], [2.288, -1.354, 2.429], [1.909, 1.012, 1.245], [-0.281, -1.956, 1.227], [-2.564, -0.634, 0.652], [-0.647, 1.428, 1.161], [-1.152, 1.979, -1.610], [1.476, 1.430, -1.365], [-1.720, -0.531, -2.084]],
  "mulliken_charge": [0.400, 0.428, 0.358, 0.343, 0.333, 0.413, 0.366, 0.296, 0.327, 0.398, 0.280, 0.321, 0.440, 0.444, 0.560, 0.306, 0.247, 0.490, -0.743, -0.748, -0.769, -0.710, -0.781, -0.567, -0.814, -0.843, -0.774]
}

---

3.
{
  "formula": "C3H3ClOS",
  "method": "the ωB97M-V functional and the def2-TZVPD basis",
  "homo_energy_ev": -8.964,
  "de_lowest_kj_mol": 31.9,
  "fmax_ev_per_a": 0.80,
  "elements": ["C", "C", "C", "H", "H", "H", "O", "S", "Cl"],
  "xyz": [[1.128, -0.473, -0.001], [0.192, 0.689, -0.006], [-1.145, 0.730, -0.002], [-0.335, -1.707, 0.004], [0.703, 1.641, 0.025], [-1.667, 1.661, -0.016], [0.636, -1.713, -0.003], [2.734, -0.217, -0.001], [-2.245, -0.610, 0.000]],
  "mulliken_charge": [0.547, -0.332, -0.216, 0.271, 0.305, 0.353, -0.396, -0.301, -0.231]
}

---

4.
{
  "formula": "C5H6N",
  "method": "the ωB97M-V functional and the def2-TZVPD basis",
  "total_charge": 1,
  "homo_energy_ev": -15.475,
  "de_lowest_kj_mol": 582.1,
  "fmax_ev_per_a": 3.95,
  "elements": ["C", "C", "C", "C", "C", "N", "H", "H", "H", "H", "H", "H"],
  "xyz": [[-1.438, -0.313, 0.595], [0.964, -0.133, 0.937], [0.910, 0.194, -0.493], [-1.519, -0.724, 1.903], [1.483, 0.444, -1.768], [-0.133, -0.128, 0.185], [-2.142, -0.100, -0.258], [-0.705, -0.421, 2.628], [-2.464, -0.894, 2.511], [1.634, 1.589, -1.894], [0.830, 0.259, -2.555], [2.579, 0.227, -1.791]],
  "mulliken_charge": [0.169, -0.363, 0.630, -0.637, -1.030, 0.196, 0.374, 0.326, 0.302, 0.350, 0.342, 0.340]
}

---

5.
{
  "formula": "C6H7ClN2",
  "method": "the ωB97M-V functional and the def2-TZVPD basis",
  "homo_energy_ev": [-8.083, -8.948],
  "de_lowest_kj_mol": 341.6,
  "fmax_ev_per_a": 5.79,
  "elements": ["C", "C", "C", "C", "C", "C", "N", "N", "Cl", "H", "H", "H", "H", "H", "H", "H"],
  "xyz": [[0.199, -0.996, -2.557], [-1.057, -1.373, -2.414], [-0.416, -0.263, -0.616], [0.995, 1.996, 2.016], [0.783, 0.998, 1.145], [-0.376, 0.262, 0.896], [0.628, -0.346, -1.406], [-1.482, -0.885, -1.195], [-1.872, 0.605, 1.480], [0.851, -1.113, -3.360], [-1.739, -2.003, -2.924], [1.894, 2.601, 1.974], [0.254, 2.441, 2.616], [1.538, 0.850, 0.451], [0.033, -1.579, 1.606], [-2.396, -0.931, -0.928]],
  "mulliken_charge": [-0.608, -0.170, 0.151, -0.908, 0.017, 0.169, -0.467, -0.046, -0.160, 0.467, 0.417, 0.263, 0.265, 0.402, 0.090, 0.118]
}

---

6.
{
  "formula": "C14H36N5O4",
  "method": "the ωB97M-V functional and the def2-TZVPD basis",
  "total_charge": 1,
  "homo_energy_ev": -11.591,
  "de_lowest_kj_mol": 0.0,
  "fmax_ev_per_a": 3.31,
  "elements": ["C", "C", "O", "C", "N", "C", "N", "C", "C", "O", "N", "H", "H", "H", "H", "H", "H", "H", "H", "H", "H", "H", "H", "H", "H", "C", "C", "C", "O", "C", "N", "H", "H", "H", "H", "H", "H", "H", "H", "H", "H", "H", "C", "C", "C", "O", "C", "N", "H", "H", "H", "H", "H", "H", "H", "H", "H", "H", "H"],
  "xyz": [[4.778, -2.339, 0.883], [3.112, -2.237, 0.784], [2.533, -3.253, -0.114], [2.598, -0.703, 0.503], [1.180, -0.588, -0.014], [0.059, -1.161, 0.533], [0.012, -2.064, 1.746], [-1.239, -2.885, 1.525], [-2.274, -1.633, 1.138], [-3.584, -2.187, 0.761], [-1.393, -1.013, 0.033], [5.242, -2.551, -0.170], [5.256, -1.425, 1.448], [4.996, -3.290, 1.569], [2.736, -2.512, 1.883], [2.034, -3.888, 0.489], [3.309, -0.270, -0.352], [2.737, 0.028, 1.424], [1.029, 0.021, -0.873], [0.166, -1.639, 2.686], [-1.026, -3.583, 0.588], [-1.472, -3.489, 2.505], [-2.297, -0.871, 2.036], [-3.407, -2.983, 0.150], [-1.686, -0.013, -0.183], [-4.956, 1.236, 2.637], [-3.603, 1.929, 2.767], [-3.570, 3.024, 3.858], [-4.220, 4.244, 3.492], [-5.632, 4.220, 3.632], [-3.215, 2.468, 1.453], [-5.694, 1.843, 2.105], [-4.852, 0.302, 2.073], [-5.365, 0.985, 3.621], [-2.873, 1.162, 3.051], [-2.521, 3.292, 4.035], [-3.957, 2.651, 4.814], [-5.954, 3.617, 4.485], [-6.092, 3.860, 2.710], [-5.973, 5.248, 3.786], [-2.266, 2.838, 1.521], [-3.787, 3.301, 1.286], [3.149, -0.564, -5.774], [3.624, -0.932, -4.371], [2.623, -0.548, -3.257], [2.597, 0.846, -2.941], [1.827, 1.635, -3.834], [4.945, -0.325, -4.139], [3.257, 0.502, -5.991], [3.738, -1.100, -6.528], [2.100, -0.838, -5.918], [3.740, -2.022, -4.345], [2.936, -1.054, -2.335], [1.613, -0.913, -3.481], [0.948, 1.101, -4.206], [2.450, 1.976, -4.662], [1.489, 2.524, -3.293], [5.304, -0.657, -3.244], [4.795, 0.676, -3.983]],
  "mulliken_charge": [-1.082, 0.243, -0.544, -0.779, 0.164, 0.111, -0.173, -0.588, 0.331, -0.484, -0.339, 0.293, 0.302, 0.326, 0.344, 0.325, 0.310, 0.349, 0.211, 0.288, 0.340, 0.324, -0.012, 0.363, 0.389, -1.282, 0.713, -0.903, -0.391, -0.627, -0.659, 0.298, 0.232, 0.365, 0.122, 0.377, 0.420, 0.297, 0.228, 0.258, 0.303, 0.293, -1.418, 0.111, -0.158, -0.397, -0.747, -0.693, 0.288, 0.360, 0.338, 0.443, -0.067, 0.436, 0.355, 0.251, 0.259, 0.251, 0.332]
}

---

7.
{
  "formula": "C4H4S",
  "method": "the ωB97M-V functional and the def2-TZVPD basis",
  "homo_energy_ev": -8.614,
  "de_lowest_kj_mol": 353.8,
  "fmax_ev_per_a": 3.81,
  "elements": ["C", "C", "C", "C", "S", "H", "H", "H", "H"],
  "xyz": [[0.309, 1.263, 0.001], [1.451, -1.333, -0.007], [-0.659, 0.129, 0.002], [0.089, -1.198, 0.004], [1.841, 0.542, 0.002], [0.134, 2.316, -0.017], [-1.305, 0.186, -0.883], [-1.319, 0.176, 0.875], [-0.540, -2.080, 0.024]],
  "mulliken_charge": [-0.190, -0.296, -0.484, -0.404, 0.100, 0.385, 0.283, 0.287, 0.319]
}

---

8.
{
  "formula": "C5H6F2",
  "method": "the ωB97M-V functional and the def2-TZVPD basis",
  "homo_energy_ev": -9.301,
  "de_lowest_kj_mol": 497.2,
  "fmax_ev_per_a": 3.69,
  "elements": ["C", "C", "C", "C", "C", "F", "F", "H", "H", "H", "H", "H", "H"],
  "xyz": [[-0.954, -0.026, -0.378], [-2.067, -0.880, 0.010], [2.864, 0.995, 0.184], [2.402, -0.023, -0.566], [-1.060, -1.440, -0.905], [2.584, 2.258, -0.034], [2.848, -1.260, -0.305], [-1.041, 0.865, -0.991], [-0.047, 0.154, 0.206], [-1.975, -1.404, 1.065], [-3.011, -0.831, -0.475], [3.571, 0.764, 0.989], [1.861, 0.013, -1.547]],
  "mulliken_charge": [-0.532, -0.219, -0.041, -0.192, -0.115, -0.226, -0.248, 0.232, 0.140, 0.197, 0.286, 0.322, 0.394]
}

---

9.
{
  "formula": "C25H20Br33F7N2O3S",
  "method": "the ωB97M-V functional and the def2-TZVPD basis",
  "homo_energy_ev": -9.167,
  "fmax_ev_per_a": 3.03,
  "elements": ["C", "C", "O", "N", "C", "N", "C", "O", "C", "C", "C", "C", "S", "C", "C", "F", "F", "C", "F", "F", "C", "F", "F", "F", "C", "C", "O", "H", "H", "H", "H", "H", "H", "H", "H", "H", "C", "Br", "Br", "Br", "H", "C", "Br", "Br", "Br", "H", "C", "Br", "Br", "Br", "H", "C", "Br", "Br", "Br", "H", "C", "Br", "Br", "Br", "H", "C", "Br", "Br", "Br", "H", "C", "Br", "Br", "Br", "H", "C", "Br", "Br", "Br", "H", "C", "Br", "Br", "Br", "H", "C", "Br", "Br", "Br", "H", "C", "Br", "Br", "Br", "H"],
  "xyz": [[0.211, 5.894, -1.661], [0.739, 5.024, -2.862], [1.914, 4.966, -3.074], [-0.286, 4.298, -3.618], [-0.237, 4.561, -5.064], [-0.317, 2.942, -3.298], [0.785, 2.108, -3.656], [1.265, 1.836, -4.712], [1.274, 1.559, -2.286], [2.491, 0.890, -1.940], [2.687, 0.498, -0.568], [1.693, 0.798, 0.463], [2.041, 0.251, 2.143], [0.464, 1.510, 0.134], [-0.601, 1.889, 1.183], [-0.047, 2.240, 2.404], [-1.349, 2.984, 0.821], [-1.527, 0.611, 1.483], [-1.260, 0.167, 2.754], [-1.163, -0.377, 0.610], [-3.068, 0.906, 1.412], [-3.385, 1.825, 2.378], [-3.489, 1.268, 0.193], [-3.718, -0.263, 1.731], [0.287, 1.850, -1.248], [-0.859, 2.545, -2.024], [-2.008, 2.736, -1.787], [0.962, 5.842, -0.845], [0.159, 6.939, -2.050], [-0.806, 5.542, -1.361], [-1.001, 3.963, -5.622], [-0.470, 5.635, -5.281], [0.756, 4.294, -5.517], [3.276, 0.677, -2.689], [3.615, -0.032, -0.281], [3.063, -0.666, 2.063], [-5.003, 5.803, -2.034], [-4.919, 4.262, -0.874], [-3.563, 7.047, -1.682], [-5.071, 5.296, -3.899], [-5.929, 6.320, -1.812], [-0.169, -3.407, 2.232], [-2.081, -3.260, 1.972], [0.268, -4.015, 4.012], [0.658, -4.507, 0.872], [0.244, -2.408, 2.127], [-1.579, -7.864, 4.901], [-0.260, -7.968, 6.314], [-2.749, -6.343, 5.128], [-0.759, -7.890, 3.152], [-2.196, -8.752, 4.975], [3.994, -2.657, 5.744], [3.128, -1.394, 4.562], [3.934, -4.452, 5.031], [5.798, -2.113, 6.174], [3.433, -2.663, 6.672], [-3.558, -8.318, -0.406], [-2.788, -6.684, 0.279], [-2.263, -9.754, -0.437], [-5.161, -8.815, 0.555], [-3.849, -8.128, -1.433], [5.606, 5.820, -2.601], [4.259, 7.175, -2.298], [4.948, 4.041, -2.212], [6.349, 5.935, -4.380], [6.414, 6.017, -1.905], [7.367, 10.217, -5.123], [5.458, 10.379, -5.378], [7.802, 9.638, -3.332], [8.177, 9.080, -6.460], [7.790, 11.208, -5.248], [-7.136, 2.551, 2.872], [-6.701, 4.317, 2.215], [-8.984, 2.094, 2.526], [-5.922, 1.210, 2.190], [-7.011, 2.574, 3.949], [-0.735, -13.381, 0.726], [-0.371, -12.004, 2.033], [-0.444, -12.751, -1.079], [0.261, -14.997, 1.089], [-1.787, -13.630, 0.810], [1.251, -1.522, -6.434], [-0.654, -1.368, -6.719], [1.659, -2.120, -4.641], [2.091, -2.638, -7.770], [1.670, -0.527, -6.539], [-0.641, -4.581, 8.611], [1.278, -4.541, 8.367], [-1.132, -4.458, 10.477], [-1.527, -3.236, 7.545], [-0.986, -5.546, 8.254]],
  "mulliken_charge": [-0.694, 0.315, -0.385, 0.125, -0.854, 0.312, -0.086, -0.542, -0.247, -0.656, -0.889, 1.017, -0.259, -0.641, 0.741, -0.312, -0.245, 0.827, -0.254, -0.207, 0.345, -0.177, -0.112, -0.291, 1.207, -0.345, -0.459, 0.276, 0.331, 0.028, 0.282, 0.313, 0.346, 0.704, 0.303, 0.129, -0.389, 0.097, -0.040, -0.034, 0.335, 0.460, -0.032, 0.220, -0.057, -0.413, -0.328, -0.054, -0.035, 0.057, 0.367, -0.210, 0.066, -0.011, -0.032, 0.216, -0.410, 0.058, 0.054, -0.028, 0.339, -0.366, -0.027, -0.011, 0.000, 0.355, -0.328, -0.001, -0.009, -0.014, 0.341, -0.362, -0.047, -0.046, 0.108, 0.363, -0.332, 0.022, -0.053, -0.052, 0.376, -0.203, -0.015, -0.010, -0.044, 0.244, -0.157, -0.008, -0.032, -0.017, 0.180]
}

---

10.
{
  "formula": "C4H4N4",
  "method": "the ωB97M-V functional and the def2-TZVPD basis",
  "homo_energy_ev": -8.452,
  "de_lowest_kj_mol": 250.9,
  "fmax_ev_per_a": 11.58,
  "elements": ["C", "C", "C", "C", "H", "H", "H", "H", "N", "N", "N", "N"],
  "xyz": [[1.045, 0.055, 0.058], [-0.649, 1.306, 0.151], [-1.192, -0.029, 0.373], [-2.564, -0.355, 0.005], [2.538, -1.438, 0.266], [3.064, 0.106, -0.173], [-1.286, 2.338, -0.004], [-0.062, -1.787, -0.214], [2.337, -0.558, -0.316], [0.670, 1.373, -0.123], [-0.080, -0.784, 0.301], [-3.822, -0.227, -0.324]],
  "mulliken_charge": [0.251, 0.010, 0.130, 0.089, 0.278, 0.289, 0.317, 0.340, -0.511, -0.511, -0.235, -0.446]
}